(1)
Here is an isolated molecule of CHBrCl2S in a non-equilibrium geometry from the OMol25 dataset. Energies are from ωB97M-V with the def2-TZVPD basis set.

## Properties
SMILES ... SC(Cl)(Cl)Br
Energy above the lowest of the compared OMol25 structures with the same formula, charge and spin ... 0.180 eV
HOMO level ... -10.0 eV
2S+1 ... 1
E_tot ... -3931.25740 Ha

CARTESIAN COORDINATES (ANGSTROEM)
1 C -0.83 -0.27 -1.69
2 S -0.69 0.77 -0.29
3 Cl 0.73 -0.45 -2.65
4 Cl -1.87 0.53 -2.94
5 Br -1.60 -1.98 -1.30
6 H 0.64 0.56 0.05



(2)
Here is an isolated molecule of C4H10N2O in a non-equilibrium geometry from the OMol25 dataset. Energies are from ωB97M-V with the def2-TZVPD basis set.

## Properties
SMILES ... C/C(=N/O)N(C)C
Energy above the lowest of the compared OMol25 structures with the same formula, charge and spin ... 4.465 eV
HOMO level ... -8.0 eV
2S+1 ... 1
E_tot ... -343.03739 Ha

CARTESIAN COORDINATES (ANGSTROEM)
1 C -0.86 0.17 1.64
2 C -0.87 1.22 -0.56
3 C 0.74 -0.47 -0.36
4 C 0.42 -0.80 -1.76
5 H -1.88 0.53 1.50
6 H -0.82 -0.89 1.89
7 H -0.30 0.73 2.40
8 H -1.63 1.83 -0.08
9 H -1.31 0.87 -1.43
10 H -0.06 1.95 -0.73
11 H -0.62 -1.21 -1.93
12 H 0.55 -0.05 -2.53
13 H 1.13 -1.52 -2.08
14 H 2.27 -0.51 1.94
15 N -0.25 0.31 0.29
16 N 1.78 -0.98 0.23
17 O 1.70 -1.17 1.57



(3)
Here is a structure of composition C5H5GaO5 in a non-equilibrium geometry from the OMol25 dataset. Energies are from ωB97M-V with the def2-TZVPD basis set.

## Properties
Energy above the lowest of the compared OMol25 structures with the same formula, charge and spin ... 0.000 eV
HOMO level (spin up / spin down) ... -13.4 / -13.2 eV
2S+1 ... 2
E_tot ... -2494.14706 Ha
Total charge ... +1

CARTESIAN COORDINATES (ANGSTROEM)
1 O 2.42 -0.10 0.65
2 C 2.95 -0.97 0.04
3 O 3.71 -1.50 -0.67
4 O 0.46 1.79 2.17
5 C -0.43 2.40 1.49
6 C -0.96 2.05 0.30
7 O -0.42 0.85 -0.23
8 C -1.35 -0.18 -0.60
9 C -0.54 -1.47 -0.68
10 O 0.28 -1.65 0.43
11 Ga 0.60 0.01 1.25
12 H -1.59 2.64 -0.35
13 H -1.82 0.07 -1.56
14 H -2.14 -0.24 0.17
15 H 0.09 -1.40 -1.59
16 H -1.25 -2.31 -0.82



(4)
Here is a structure of composition C34H55BrN3OP2Sr in a non-equilibrium geometry from the OMol25 dataset. Energies are from ωB97M-V with the def2-TZVPD basis set.

## Properties
HOMO level ... -8.0 eV
2S+1 ... 1
E_tot ... -4855.35099 Ha
Total charge ... +1

CARTESIAN COORDINATES (ANGSTROEM)
1 C -2.57 0.98 -1.39
2 C -2.85 -1.23 -0.61
3 C -3.72 0.89 -2.18
4 C -4.11 -1.29 -1.25
5 C -4.53 -0.25 -2.07
6 H -3.98 1.73 -2.83
7 H -4.70 -2.19 -1.11
8 H -5.46 -0.30 -2.62
9 N -2.13 -0.05 -0.63
10 P -0.92 2.77 0.13
11 P -0.68 -2.79 0.41
12 C -1.76 2.29 -1.44
13 H -1.00 2.18 -2.23
14 H -2.42 3.11 -1.75
15 C -2.35 -2.40 0.05
16 H -3.11 -3.11 0.38
17 C 0.06 -3.72 -1.07
18 C -0.77 -3.80 2.03
19 C 0.64 3.82 -0.32
20 C -2.29 3.68 1.07
21 C 1.60 -3.59 -0.98
22 H 2.00 -3.97 -0.03
23 H 2.06 -4.16 -1.80
24 H 1.91 -2.53 -1.08
25 C -0.37 -5.19 -1.07
26 H 0.02 -5.75 -0.21
27 H -1.46 -5.29 -1.11
28 H 0.04 -5.67 -1.97
29 C -0.44 -3.03 -2.35
30 H 0.02 -3.52 -3.23
31 H -1.53 -3.12 -2.45
32 H -0.17 -1.97 -2.37
33 C 0.64 -4.33 2.38
34 H 1.38 -3.52 2.41
35 H 0.60 -4.78 3.38
36 H 0.99 -5.09 1.68
37 C -1.24 -2.84 3.14
38 H -0.55 -2.01 3.30
39 H -2.24 -2.43 2.93
40 H -1.30 -3.40 4.09
41 C -1.78 -4.95 1.92
42 H -1.54 -5.66 1.12
43 H -1.78 -5.50 2.87
44 H -2.80 -4.58 1.75
45 C -1.76 3.97 2.49
46 H -2.50 4.60 3.02
47 H -1.64 3.03 3.06
48 H -0.80 4.51 2.49
49 C -3.52 2.75 1.17
50 H -3.92 2.48 0.19
51 H -3.28 1.83 1.73
52 H -4.31 3.28 1.73
53 C -2.71 4.97 0.35
54 H -3.64 5.34 0.83
55 H -1.98 5.77 0.45
56 H -2.93 4.81 -0.71
57 C 0.94 3.70 -1.82
58 H 0.15 4.14 -2.44
59 H 1.87 4.27 -2.03
60 H 1.12 2.66 -2.12
61 C 1.82 3.20 0.48
62 H 2.04 2.18 0.15
63 H 2.72 3.81 0.30
64 H 1.63 3.19 1.57
65 C 0.47 5.30 0.05
66 H -0.29 5.79 -0.57
67 H 0.25 5.46 1.11
68 H 1.42 5.81 -0.16
69 Sr -0.02 0.08 1.01
70 C -1.92 0.64 3.29
71 O -2.71 0.30 4.05
72 N 1.28 0.13 -1.13
73 C 1.81 0.05 -2.18
74 C 2.65 -0.06 -3.40
75 C 2.03 -1.11 -4.32
76 C 2.69 1.29 -4.12
77 C 4.06 -0.46 -2.98
78 H 1.93 -2.07 -3.80
79 H 1.04 -0.79 -4.65
80 H 2.66 -1.26 -5.21
81 H 3.07 2.08 -3.45
82 H 3.34 1.24 -4.99
83 H 1.68 1.58 -4.46
84 H 4.70 -0.56 -3.87
85 H 4.50 0.30 -2.32
86 H 4.05 -1.43 -2.46
87 Br 5.89 -1.64 2.81
88 C 4.29 -0.69 3.16
89 C 4.18 0.12 4.30
90 C 2.98 0.79 4.54
91 C 1.93 0.66 3.63
92 N 2.04 -0.11 2.53
93 C 3.20 -0.78 2.28
94 H 5.02 0.20 4.98
95 H 2.85 1.42 5.42
96 H 0.97 1.18 3.79
97 H 3.24 -1.39 1.37